[1]
C5H8N2O3 | the ωB97M-V functional and the def2-TZVPD basis

Structure (XYZ):
```
18
Properties=species:S:1:pos:R:3
C 0.3163 -1.6238 -0.9154
C -0.7420 -1.6631 0.0752
C 1.0232 -0.4965 -0.6512
C -0.5674 -0.6135 0.9403
C -0.1997 2.1795 -0.1967
N 0.5969 0.1427 0.4634
N 0.7726 1.5043 0.6442
O -1.6788 -2.5969 0.0586
O 2.1855 -0.1544 -1.2680
O -1.2700 -0.1221 2.0460
H 0.2226 -2.3441 -1.7818
H -0.0551 3.2645 0.0452
H -0.0124 1.9881 -1.2965
H -1.3058 1.7719 0.1045
H 1.6362 1.7499 0.3864
H -2.6135 -2.4038 0.4533
H 2.4874 -0.9878 -1.8117
H -0.7958 0.4053 2.7042
```

- Energy relative to the best compared isomer or geometry (same formula, charge and spin): 69.5 kJ/mol
- Gap between HOMO and LUMO (alpha / beta): 4.24 / 7.13 eV
- LUMO level (alpha / beta): 0.595 / -1.369 eV
- 2S+1: 3

[2]
C5H8N2O4 | the ωB97M-V functional and the def2-TZVPD basis

Structure (XYZ):
```
19
Properties=species:S:1:pos:R:3
O 1.8994 -2.1840 0.5982
C 1.9691 -1.1221 0.0414
O 2.6975 -0.9064 -1.0517
C 0.9709 0.0502 0.4566
C -0.2593 -0.5863 0.9916
C -1.3969 -0.2254 0.1302
N -2.0489 0.9489 0.6313
O -3.2505 0.9540 0.5119
O -1.2875 1.7630 1.0947
C -0.4248 0.3307 -1.3689
N 0.5805 0.8960 -0.6500
H 2.6948 0.0559 -1.2937
H 1.5712 0.6928 1.1696
H -0.2656 -1.6570 1.1228
H -0.6654 -0.1814 1.9645
H -2.1505 -1.1167 -0.0617
H -0.0251 -0.5291 -1.8765
H -0.8593 0.9899 -2.1502
H 0.2503 1.8271 -0.2602
```

- Energy relative to the best compared isomer or geometry (same formula, charge and spin): 422.3 kJ/mol
- Gap between HOMO and LUMO: 9.79 eV
- Structure (SMILES): O=C(O)[C@@H]1C[C@@H]([N+](=O)[O-])CN1
- LUMO level: 0.003 eV
- 2S+1: 1

[3]
C5H8N2S | the ωB97M-V functional and the def2-TZVPD basis

Structure (XYZ):
```
16
Properties=species:S:1:pos:R:3
C -1.3281 -0.6869 -0.3153
C 1.7754 -0.2869 0.5448
C 0.6517 0.8722 0.3764
C 0.2665 1.6349 -1.0347
C -0.7018 0.7224 -0.0865
H -2.7741 -1.9593 0.0429
H -0.3159 -2.2653 1.1535
H 2.7200 0.0048 0.1297
H 1.7185 -0.5091 1.5938
H 0.4322 1.4972 1.3950
H 0.0604 2.6385 -1.0830
H 0.6832 1.1989 -2.0042
H -1.4261 1.5317 0.2419
N -2.5843 -0.8855 -0.0857
N -0.4172 -1.8323 -0.2171
S 1.2397 -1.6755 -0.6517
```

- Energy relative to the best compared isomer or geometry (same formula, charge and spin): 531.5 kJ/mol
- Gap between HOMO and LUMO: 8.81 eV
- LUMO level: -0.196 eV
- 2S+1: 1

[4]
C5H8N2S | the ωB97M-V functional and the def2-TZVPD basis

Structure (XYZ):
```
16
Properties=species:S:1:pos:R:3
C 0.6317 -1.1290 0.1510
C 1.3902 0.0476 0.1197
C -1.3693 0.1475 0.0707
C -1.6516 -2.1401 -0.1118
C 1.2829 2.4409 -0.0642
N -0.7699 -1.0142 0.1708
N 0.7459 1.1732 0.2632
S -2.5564 1.1621 0.3498
H 1.1065 -2.0086 0.2764
H 2.4508 0.0289 0.1200
H -1.6638 -2.7845 0.8235
H -2.4918 -1.6657 -0.4040
H -1.3003 -2.6873 -0.9754
H 0.8236 2.8005 -1.0505
H 1.0309 3.0590 0.6766
H 2.3406 2.5698 -0.4158
```

- Energy relative to the best compared isomer or geometry (same formula, charge and spin): 437.2 kJ/mol
- Gap between HOMO and LUMO (alpha / beta): 6.86 / 6.87 eV
- LUMO level (alpha / beta): 0.107 / 0.108 eV
- 2S+1: 1

[5]
C5H8N2S | the ωB97M-V functional and the def2-TZVPD basis

Structure (XYZ):
```
16
Properties=species:S:1:pos:R:3
C -1.5417 0.3164 0.3615
C -0.4027 0.7573 -0.6203
C -0.5123 -0.9203 0.3085
C 0.7338 -0.4009 0.9030
C 0.7704 1.0783 0.3680
H -3.3304 0.8543 -1.0613
H -3.5633 -0.0897 1.0001
H -1.6612 0.6977 1.3818
H -0.1591 1.7398 -1.3343
H 0.4295 -0.8368 -1.5113
H -0.6752 -1.9999 0.6537
H 1.0042 -0.2528 2.0008
H 0.7659 2.2454 0.6606
N -2.9261 -0.1313 -0.0195
N -0.3568 -0.6556 -1.0378
S 2.2428 -0.1147 -0.1446
```

- Energy relative to the best compared isomer or geometry (same formula, charge and spin): 782.9 kJ/mol
- Gap between HOMO and LUMO: 9.42 eV
- LUMO level: 0.373 eV
- 2S+1: 1

[6]
C5H8N2Si | the ωB97M-V functional and the def2-TZVPD basis

Structure (XYZ):
```
16
Properties=species:S:1:pos:R:3
N -2.7541 0.6838 -0.3218
Si -1.9539 -0.8164 0.1978
C -0.1328 -0.4262 0.1881
C 0.3542 0.8955 0.0168
C 1.7604 1.1151 -0.0211
C 2.5640 -0.0217 -0.0212
C 1.9484 -1.2707 0.0351
N 0.6756 -1.4812 0.0896
H -3.7145 0.8834 -0.0560
H -2.1925 1.5124 -0.2588
H -2.3168 -1.1645 1.5979
H -2.0733 -1.6165 -1.0441
H -0.4500 1.7442 0.0846
H 2.1417 2.1801 -0.2835
H 3.6691 -0.0056 0.0776
H 2.4746 -2.2118 -0.2812
```

- Energy relative to the best compared isomer or geometry (same formula, charge and spin): 0.0 kJ/mol
- Gap between HOMO and LUMO: 10.26 eV
- Structure (SMILES): N[SiH2]c1ccccn1
- LUMO level: 0.838 eV
- 2S+1: 1

[7]
C5H8N3 | the ωB97M-V functional and the def2-TZVPD basis

Structure (XYZ):
```
16
Properties=species:S:1:pos:R:3
C 1.7021 -0.0380 0.1128
C 0.7771 0.5509 -0.7183
C -2.2174 -0.7998 0.6253
C 1.7410 -1.0174 0.9893
C -1.3230 1.2292 -1.6419
N -1.3239 -0.3734 -0.0470
N -0.6065 0.3608 -0.8269
N 1.6848 -1.2886 2.2517
H 2.8013 0.1489 -0.1652
H 1.0716 1.1682 -1.5624
H -2.8667 -1.5366 0.9419
H -2.3956 0.9753 -1.7453
H -1.2248 2.2008 -1.1401
H -0.8288 1.0153 -2.5628
H 1.7194 -2.1748 2.7381
H 1.2895 -0.4208 2.7506
```

- Energy relative to the best compared isomer or geometry (same formula, charge and spin): 694.8 kJ/mol
- Gap between HOMO and LUMO (alpha / beta): 6.73 / 6.72 eV
- LUMO level (alpha / beta): -4.172 / -4.173 eV
- 2S+1: 1
- Net charge: +1

[8]
C5H8N3 | the ωB97M-V functional and the def2-TZVPD basis

Structure (XYZ):
```
16
Properties=species:S:1:pos:R:3
C 1.1029 -1.1096 -1.0425
C 0.2866 -1.7341 -0.1502
C -0.4412 2.1153 -0.8610
C 0.2427 -1.5423 2.1624
C -0.2934 -2.1358 0.9411
N 1.0825 0.2829 -1.2987
N 0.1946 1.0600 -0.9173
N -1.0994 2.8391 -1.7478
H 1.8776 -1.7792 -1.4055
H 0.9663 -2.1933 2.6860
H -0.5484 -1.4187 2.8755
H 0.6712 -0.5191 1.9164
H -0.4777 2.5884 0.1623
H -0.9244 -2.9440 0.8242
H -1.6020 3.5958 -1.3543
H -1.0379 2.8944 -2.7907
```

- Energy relative to the best compared isomer or geometry (same formula, charge and spin): 197.3 kJ/mol
- Gap between HOMO and LUMO (alpha / beta): 8.88 / 5.94 eV
- LUMO level (alpha / beta): -3.320 / -7.347 eV
- 2S+1: 3
- Net charge: +1

Number 6 is which compound? C5H8N2Si

Look up the 2S+1 of the eighth one. 3